Entry 1:
# C9H68NO26

A cluster of 26 separate species, C9H68NO26 in total at a distorted geometry (wB97M-V/def2-TZVPD, OMol25).

Values from the calculation:
- Total energy: -65159.6802 eV
- F_max: 0.1737 hartree/bohr
- Net charge: -1
- LUMO: 1.497 eV
- Frontier orbital gap: 4.92 eV
- Energy above the lowest of the compared OMol25 structures with the same formula, charge and spin: 139.2 kcal per mole
- HOMO: -3.425 eV

CARTESIAN COORDINATES (ANGSTROEM)
C  1.677  0.943  -0.837
C  0.370  0.196  -0.946
C  0.738  -1.328  -0.913
C  1.106  -1.856  0.461
C  -0.001  -1.540  1.420
C  -0.410  -0.045  1.477
N  -0.563  0.483  0.131
O  -1.142  1.748  0.109
C  0.748  0.676  2.241
C  -1.671  0.144  2.289
C  -0.363  0.365  -2.269
H  1.600  2.034  -0.816
H  2.469  0.715  -1.567
H  2.214  0.712  0.086
H  1.562  -1.607  -1.574
H  -0.117  -1.958  -1.185
H  2.103  -1.497  0.738
H  1.255  -2.940  0.428
H  0.204  -1.907  2.434
H  -0.916  -2.078  1.132
H  0.678  1.739  2.015
H  1.743  0.325  1.973
H  0.647  0.466  3.309
H  -2.529  -0.082  1.657
H  -1.784  1.143  2.700
H  -1.505  -0.585  3.092
H  -1.202  -0.334  -2.328
H  0.242  0.162  -3.162
H  -0.850  1.332  -2.413
O  3.474  -3.894  -1.856
H  4.197  -3.278  -2.025
H  2.721  -3.517  -2.331
O  2.480  -4.961  2.007
H  2.759  -4.979  1.081
H  1.525  -4.855  1.967
O  0.098  -4.868  -0.945
H  -0.493  -5.630  -0.951
H  -0.281  -4.270  -0.282
O  -4.373  0.343  3.138
H  -3.688  1.038  3.113
H  -3.880  -0.476  3.244
O  2.260  3.554  3.041
H  1.625  3.557  2.301
H  3.100  3.800  2.638
O  0.459  4.262  0.852
H  -0.297  3.797  0.453
H  1.149  4.202  0.176
O  -4.164  -0.287  -3.298
H  -3.470  -0.896  -3.579
H  -4.382  -0.570  -2.398
O  2.845  1.299  -4.201
H  3.370  1.264  -3.392
H  3.479  1.507  -4.896
O  5.490  -1.410  -1.513
H  4.979  -0.597  -1.429
H  5.729  -1.452  -2.447
O  -3.525  0.157  -0.649
H  -2.735  0.712  -0.789
H  -4.179  0.754  -0.273
O  -4.744  -1.281  2.239
H  -4.492  -1.177  3.170
H  -5.550  -0.764  2.147
O  3.208  1.445  4.491
H  2.827  2.133  3.909
H  2.419  0.930  4.745
O  -2.237  -2.368  -3.865
H  -2.558  -3.266  -3.989
H  -1.347  -2.469  -3.500
O  0.603  -3.484  -3.319
H  0.798  -4.132  -4.007
H  0.368  -4.023  -2.531
O  2.480  4.539  -1.190
H  1.752  4.672  -1.815
H  3.270  4.518  -1.737
O  0.083  3.364  -3.787
H  -0.058  3.498  -4.731
H  0.500  2.492  -3.724
O  2.630  -1.962  3.368
H  1.690  -1.817  3.224
H  2.742  -2.919  3.313
O  1.004  0.017  5.191
H  0.313  -0.490  4.747
H  1.326  -0.569  5.889
O  -2.628  2.228  4.224
H  -2.983  3.079  3.945
H  -1.698  2.411  4.449
O  0.153  2.752  5.193
H  0.234  1.783  5.123
H  0.842  3.108  4.615
O  2.571  -1.391  -4.464
H  2.213  -0.568  -4.096
H  1.795  -1.905  -4.709
O  -3.287  -2.564  0.050
H  -3.632  -2.353  0.934
H  -3.158  -1.693  -0.382
O  -2.315  3.611  -2.112
H  -2.012  3.122  -1.334
H  -1.609  3.458  -2.759
O  -3.403  2.911  1.408
H  -2.607  2.536  0.968
H  -3.267  2.726  2.339
O  -1.674  0.431  -6.016
H  -1.533  -0.160  -5.265
H  -1.606  -0.141  -6.786

=====

Entry 2:
# C9H6Cl2N2

A cluster of 2 separate species, C9H6Cl2N2 in total at a distorted geometry (wB97M-V/def2-TZVPD, OMol25).

Values from the calculation:
- Total energy: -37451.6165 eV
- F_max: 0.0639 hartree/bohr
- LUMO: -0.949 eV
- Frontier orbital gap: 7.91 eV
- Structure (SMILES): N#CC(C#N)=C(Cl)Cl.C1=CCC=C1
- Energy above the lowest of the compared OMol25 structures with the same formula, charge and spin: 0.0 kcal per mole
- HOMO: -8.861 eV

CARTESIAN COORDINATES (ANGSTROEM)
N  3.041  -1.095  2.208
C  3.004  -0.259  1.439
C  2.813  0.828  0.480
C  3.378  0.536  -0.794
N  3.823  0.111  -1.735
C  2.337  2.051  0.773
Cl  1.911  2.540  2.360
Cl  2.174  3.308  -0.420
C  0.308  -1.410  0.438
C  0.411  -0.618  -0.633
C  -0.394  0.631  -0.482
C  -1.090  0.374  0.821
C  -0.667  -0.772  1.357
H  0.545  -2.509  0.525
H  0.850  -0.844  -1.599
H  -0.098  1.671  -0.738
H  -1.311  0.416  -1.073
H  -1.999  0.810  1.267
H  -1.161  -1.516  2.110

=====

Entry 3:
# C9H6ClF

The molecule C9H6ClF at a distorted geometry (wB97M-V/def2-TZVPD, OMol25).

Values from the calculation:
- Total energy: -24666.5953 eV
- F_max: 0.0994 hartree/bohr
- LUMO: 0.526 eV
- Frontier orbital gap: 9.16 eV
- HOMO: -8.631 eV

CARTESIAN COORDINATES (ANGSTROEM)
C  2.288  0.421  -0.269
C  1.821  1.280  0.695
C  1.462  -0.575  -0.862
C  0.505  1.139  1.098
C  0.112  -0.613  -0.610
C  -0.346  0.276  0.437
C  -1.000  -1.411  -1.191
C  -2.207  -1.154  -0.671
C  -1.713  0.227  0.935
F  -3.385  -1.672  -0.894
Cl  -2.742  1.580  0.588
H  3.231  0.373  -0.701
H  2.570  1.892  1.201
H  1.792  -1.358  -1.605
H  0.247  1.864  1.888
H  -0.731  -1.951  -1.989
H  -1.904  -0.319  1.949

=====

Among the records above, which one has the lowest F_max?
C9H6Cl2N2

=====

Among the records above, which one has the highest frontier orbital gap?
C9H6ClF